This record from the OMol25 dataset describes a cluster of 5 separate species, C45H95N5O5 in total in a non-equilibrium geometry. The level of theory is ωB97M-V with the def2-TZVPD basis set.

XYZ file:
```
150
Properties=species:S:1:pos:R:3:forces:R:3
H -6.45488 -0.40518 -3.04881 0.1 0.5 1.1
H 1.11113 -1.47030 -1.45246 -1.4 0.3 -0.1
H -1.02936 1.71175 -0.80117 0.1 0.4 0.3
H 2.38187 5.63075 0.08697 0.1 -0.1 0.1
H -1.00486 5.29412 7.06330 0.8 -0.5 0.1
H 1.11677 0.07521 7.28358 -0.2 0.4 0.3
H -1.11304 1.72132 4.09319 -0.3 -0.3 -0.4
H -4.16801 -3.78729 -1.48090 0.6 -0.1 -0.6
H 2.60294 2.38103 6.52044 0.0 -0.4 -0.3
H -1.45769 1.70206 7.38074 -0.2 -0.8 0.2
H 0.13692 6.32470 -0.12833 0.3 0.6 0.0
O -0.47871 1.49358 1.93647 -0.9 0.3 -0.1
C -0.52472 2.12800 7.74985 -2.4 -0.1 -0.9
H 4.80979 -8.87284 -1.94315 0.2 -0.4 0.4
H 1.99773 4.55819 4.59029 0.0 -0.2 0.1
H 2.77285 4.74923 6.92619 0.2 -0.4 0.2
H 1.88236 8.21165 -0.13133 -1.2 -0.4 0.2
H -7.21296 -1.75167 -1.97515 0.2 0.5 0.3
H 0.49304 -1.84556 2.86845 -0.3 0.2 -0.3
H 2.71550 0.83749 3.93766 -0.3 0.1 0.3
H 0.66967 -10.06947 -1.94752 0.0 0.4 -0.4
C -0.17633 4.18086 5.11439 0.6 1.7 2.5
H -1.25033 -1.53866 -0.61692 0.0 0.5 -0.5
H 0.08327 -0.04308 5.87823 0.0 0.2 0.0
H 2.73169 8.46699 -1.47119 0.5 -0.5 -0.7
N -0.11490 2.69244 5.31188 0.3 0.9 -0.9
H -0.88052 4.96662 -3.74596 0.1 -0.3 0.3
H -5.83031 -3.83551 -1.71308 -0.3 0.5 0.6
C 3.27656 -6.28843 1.57393 -0.3 -0.8 0.6
N 0.51879 0.79780 1.29721 3.9 -2.8 -1.2
H 1.13500 8.72464 -1.76597 -0.7 -0.1 0.8
H -1.66225 6.47530 -3.95572 0.4 0.4 -0.5
H 4.18198 -7.56068 -2.63446 -0.8 0.8 0.1
H -1.64470 5.45136 -1.65902 -0.5 0.6 0.3
H 5.12164 -6.90349 -0.39015 0.0 0.2 0.0
H 1.74318 0.64168 5.75720 -0.2 -0.5 -0.2
H -2.07974 -2.76862 -6.18550 -0.4 -0.8 0.4
C 1.47486 -8.09765 -1.35617 -0.1 -1.1 -0.2
H 1.16328 4.60881 7.59848 -0.3 1.3 -0.4
H 3.11488 5.79509 -4.30158 0.2 -0.2 0.0
C 1.00433 -7.20357 -2.48924 0.8 0.8 -0.2
H -3.58718 -1.58878 -0.60149 0.0 -0.2 -0.2
C -1.27250 4.93520 6.06949 0.4 -0.7 -0.4
H 2.86892 4.78099 -1.38658 0.2 0.0 0.0
C 0.83666 0.58064 6.35936 0.0 0.6 -0.9
H 2.79630 -1.55664 2.27761 0.6 0.5 0.5
C 2.08132 -1.58268 0.33792 0.2 2.2 -0.3
H 2.82946 1.84841 2.55435 -0.3 0.2 -0.3
C 3.98640 -8.18230 -1.76071 1.6 0.5 0.5
H 1.37341 -2.37112 0.59346 0.4 -0.3 0.4
C -5.04794 -4.34070 -3.49436 1.0 0.9 -0.9
C -0.96471 6.23760 -1.98695 1.2 -0.8 0.7
C 0.40071 2.05618 6.53142 1.5 1.4 2.0
H -2.19166 -1.23150 -5.61355 -0.3 0.5 0.1
C 2.73860 5.76415 -0.93433 -0.6 0.4 -0.4
H -0.23984 1.55993 8.63542 0.4 0.2 -0.2
H 0.42199 -6.99930 1.12365 -0.5 0.1 0.2
H 4.29411 -5.95346 1.77513 0.0 0.1 -0.3
C 2.54502 -0.74714 1.59228 -1.3 -0.6 -0.6
C 1.76639 8.03868 -1.20125 1.1 0.2 -1.3
C 0.38590 -9.23653 -1.30425 -0.7 0.0 1.4
C -0.06181 1.24391 -0.98303 -1.4 -0.6 -0.3
C 3.10774 -5.17195 -0.63955 0.6 0.8 -0.2
H -0.47549 5.62514 3.35891 0.6 -0.1 0.5
C -4.57074 -1.29671 -0.96948 0.4 0.0 -1.5
H 1.28296 8.56468 -4.36953 0.5 0.0 0.9
C -0.46736 4.57855 3.66337 -0.2 -2.3 -0.1
H -0.02609 -6.89418 -2.31421 0.0 -0.1 -0.2
H -0.01291 5.54366 -5.90071 -0.2 0.1 0.1
H 2.60411 -5.59433 2.07804 -0.2 0.1 -0.3
C 0.34807 6.00297 -1.14814 -2.6 -1.4 -0.5
H -2.95628 -4.45554 -4.03601 0.2 0.5 0.4
H -4.64867 -1.03424 -5.82665 -0.5 0.1 -0.9
C -3.85507 -3.99514 -4.44626 -1.1 0.2 0.4
C 0.70628 -0.85208 3.26292 0.2 0.1 1.0
H -3.93046 -4.45485 -5.43169 -0.3 -0.1 -0.1
H -0.63978 -8.94567 -1.53114 0.2 0.5 -0.5
H 2.90995 -1.93549 -0.27610 0.4 -0.7 0.8
C 3.02529 -6.55974 0.09882 0.7 1.1 -1.1
H -0.18871 0.79650 -1.96884 0.3 0.2 -0.3
H -0.12529 2.37284 1.78280 -0.6 0.5 0.3
H 1.33319 6.63238 -6.02368 0.6 -0.4 -0.1
H 2.66728 -9.56523 -2.63494 -0.8 0.2 0.0
H 3.66320 6.33946 -0.88712 0.1 -0.2 -0.3
H -6.68047 -1.87578 -3.63072 -0.3 -0.7 0.0
H -0.96391 3.09254 8.00457 1.0 0.5 0.2
C -4.96111 -1.95759 -2.36077 -0.9 -0.1 -0.1
C 2.10803 1.29893 3.15911 -0.5 -1.9 -1.4
H 3.29241 -5.14670 -1.71350 -0.2 -0.7 -0.2
C 4.22347 -7.52033 -0.36002 -0.8 0.8 -1.6
H -0.69083 -1.54219 0.97953 0.0 0.0 0.2
C 0.53526 6.54636 -3.98084 1.5 1.4 -2.4
C -0.79216 6.02053 -3.48221 0.4 -1.0 1.0
H 0.28154 3.92393 3.21759 0.4 0.7 -1.1
H 3.38726 -0.08066 1.40646 0.1 -0.3 -0.3
H 4.47849 -8.32407 0.33068 -0.6 0.0 0.4
H 1.15730 -7.68313 -3.45604 -0.4 -0.1 0.0
H 0.76080 1.95817 -0.94776 -0.1 -0.1 -0.1
N 1.74916 -7.24159 -0.11043 0.0 -3.5 -1.0
H 1.29575 1.92295 3.53184 0.5 0.0 0.4
H 0.20617 -9.75852 -0.36439 0.7 0.3 0.6
C -4.74071 -2.11917 -5.77604 -0.8 0.8 -0.5
H -5.19278 -5.40816 -3.32803 0.7 -0.1 0.4
C 0.34204 8.06393 -4.14146 0.5 0.3 -1.8
H -1.32191 7.24734 -1.78457 -0.3 -0.1 0.1
H -1.69382 5.84978 5.65221 0.1 -0.2 -0.7
H -0.19660 8.52844 -3.31551 0.1 0.0 -0.2
C -0.99618 -0.85347 0.19180 -0.3 -0.5 0.8
O 3.04460 6.56369 -3.73069 -1.9 0.7 0.8
H -5.73886 -2.37369 -5.41965 0.0 0.0 -0.2
H 1.59936 -6.29070 -2.51600 0.0 0.0 -0.1
H -0.13045 -0.45983 3.84096 -0.6 0.2 -0.9
C 0.89527 5.86206 -5.38892 -1.1 1.1 1.0
O -3.76550 -0.33193 -3.63604 0.9 2.3 -0.1
C -4.92122 -3.50854 -2.21783 -1.5 -0.2 0.7
H 1.47414 4.94958 -5.24617 0.3 0.2 0.0
N -4.06911 -1.62623 -3.50892 0.0 -3.9 0.9
H 1.12937 5.78587 5.57913 0.3 0.4 -0.8
C -3.74440 -2.43605 -4.74719 -0.6 -2.8 2.4
H -6.03194 -4.11800 -3.90697 0.1 0.5 -0.5
C 0.16936 0.09330 -0.01384 -0.1 0.4 -0.4
H -1.88914 -0.36023 0.57578 0.0 0.1 -0.2
H 3.89039 -4.49967 -0.28798 0.8 -0.6 0.5
O 0.55104 -6.60115 0.25969 0.6 0.5 0.1
H 0.50261 4.93632 -0.98549 -0.3 -0.4 -0.5
H -4.53281 -2.65242 -6.70367 -0.1 0.4 -0.2
H -2.09989 4.24650 6.24043 -0.1 0.0 -0.2
C 1.60369 6.53124 -1.69500 3.4 2.3 1.1
C 1.72095 2.81762 6.98902 0.7 -1.2 -0.8
H 3.16578 -7.26895 2.03695 0.0 0.0 0.5
C -2.35658 -2.25159 -5.26672 1.3 2.0 -0.1
O -1.35645 2.14442 4.91983 -0.1 -0.3 0.3
C 1.78983 4.30921 6.75836 -0.2 -1.1 1.5
C 2.71508 -8.97257 -1.72139 1.1 1.4 0.6
H -1.59496 -2.34312 -4.49235 0.0 -0.6 0.0
H -1.39907 4.15410 3.28938 -0.4 0.1 0.3
H 1.34752 -1.02667 4.12687 0.7 -0.2 -0.2
H -0.10134 8.29493 -5.11004 -1.1 -0.1 0.1
H -4.56179 -0.21939 -1.13504 0.0 0.1 0.2
C 1.33625 -0.73001 -0.68475 0.4 0.6 1.4
C 1.31181 4.72290 5.42125 -2.9 0.8 0.2
C 1.42041 0.10582 2.28443 0.2 0.7 0.6
H -5.29752 -1.51226 -0.18627 -0.2 -0.2 -0.3
H -2.87932 -0.37342 -3.26923 0.3 1.2 0.0
H 1.80501 2.55626 8.04388 0.2 0.2 0.1
N 1.73157 6.35530 -3.13820 -1.0 -2.2 1.2
H 2.97940 -9.63947 -0.90074 -0.9 -0.5 0.2
H 2.31131 -4.44950 -0.46113 -0.9 -0.8 0.1
C -6.43694 -1.42635 -2.66802 1.2 -1.2 -1.7
H 1.95789 -0.03418 -1.24822 0.5 0.2 0.5
```
Forces are in eV/Å.

- LUMO energy: 0.4 eV
- Structure (SMILES): CC1(C)CCCC(C)(C)N1O.CC1(C)CCCC(C)(C)N1O.CC1(C)CCCC(C)(C)N1O.CC1(C)CCCC(C)(C)N1O.CC1(C)CCCC(C)(C)N1O
- Total charge: 0
- 2S+1: 1

These are the Mulliken partial charges, in e, on atoms 1 to 99:
1. H 0.381
2. H 0.335
3. H 0.412
4. H 0.358
5. H 0.319
6. H 0.445
7. H 0.290
8. H 0.363
9. H 0.478
10. H 0.416
11. H 0.348
12. O -0.344
13. C -1.828
14. H 0.434
15. H 0.325
16. H 0.377
17. H 0.405
18. H 0.387
19. H 0.416
20. H 0.456
21. H 0.353
22. C 1.356
23. H 0.418
24. H 0.386
25. H 0.437
26. N 1.480
27. H 0.470
28. H 0.422
29. C -2.168
30. N 0.479
31. H 0.263
32. H 0.337
33. H 0.377
34. H 0.381
35. H 0.445
36. H 0.094
37. H 0.373
38. C 1.434
39. H 0.290
40. H 0.319
41. C -1.635
42. H 0.260
43. C -1.774
44. H 0.402
45. C -1.544
46. H 0.400
47. C -0.236
48. H 0.462
49. C -0.835
50. H 0.229
51. C -0.896
52. C -0.859
53. C 1.125
54. H 0.462
55. C -1.796
56. H 0.446
57. H 0.359
58. H 0.398
59. C -1.536
60. C -1.626
61. C -1.690
62. C -2.696
63. C -2.219
64. H 0.496
65. C -1.780
66. H 0.357
67. C -2.000
68. H 0.447
69. H 0.443
70. H 0.316
71. C -0.586
72. H 0.366
73. H 0.371
74. C -1.146
75. C -2.013
76. H 0.521
77. H 0.359
78. H 0.474
79. C 2.185
80. H 0.453
81. H 0.252
82. H 0.369
83. H 0.571
84. H 0.382
85. H 0.389
86. H 0.326
87. C 1.038
88. C -2.089
89. H 0.366
90. C -1.322
91. H 0.228
92. C 1.705
93. C -1.231
94. H 0.233
95. H 0.415
96. H 0.356
97. H 0.339
98. H 0.658
99. N 0.188